No. 1
Molecular formula: C64H71BrClN4O2
Method: DFT, ωB97M-V/def2-TZVPD

## Properties
frontier orbital gap: 7.42 eV
total charge: +1
total energy: -160134.057 eV
HOMO level: -10.753 eV

Structure (XYZ):
```
143
Properties=species:S:1:pos:R:3:mulliken_charge:R:1
Br -2.142 0.569 -1.759 -0.035
Cl 0.455 -3.121 1.991 -0.130
O 3.291 -3.460 -0.616 -0.553
O -0.907 -4.101 0.045 -0.526
N 0.665 -0.826 -0.719 1.048
N 2.856 -0.100 -1.046 0.340
N 1.324 1.372 -0.146 -0.357
N 3.333 -1.354 -1.433 -0.088
C -2.390 6.572 -1.426 -0.359
C -1.332 -1.789 0.303 -1.068
C -1.554 -3.370 7.175 -0.616
C 3.624 -5.696 2.905 -0.283
C -2.286 6.473 3.823 -0.527
C 8.283 2.824 -2.123 -0.357
C 7.607 1.614 -2.164 -0.710
C -3.993 7.833 4.830 -0.473
C -0.227 -0.502 -4.581 0.127
C -0.266 2.964 0.783 -1.867
C -0.189 2.485 5.869 -0.572
C -0.459 -1.844 -4.308 -0.072
C 6.475 1.433 -1.383 0.025
C -5.218 -5.069 -0.392 -0.573
C 0.299 1.462 5.069 -0.633
C 0.692 2.042 -12.315 -0.318
C 4.571 -6.279 3.737 -0.542
C -3.730 7.005 0.524 -0.609
C 3.712 -1.731 0.996 -0.713
C -0.073 1.870 -0.252 0.344
C -3.528 8.675 -1.194 -0.461
C -1.822 0.336 5.210 -0.363
C -2.983 -5.200 6.572 -0.512
C 5.613 -7.300 1.827 -0.415
C -4.770 -6.784 1.744 -0.500
C 1.186 2.074 -11.018 -0.585
C -2.903 6.161 -0.204 -0.182
C 7.830 3.848 -1.301 -0.414
C 6.700 3.665 -0.518 -0.593
C -1.493 2.430 6.340 -0.480
C -0.473 1.344 -12.598 -0.422
C -4.351 6.773 5.653 -0.449
C -0.435 -0.572 0.238 -0.766
C -3.994 -5.057 0.265 -0.069
C 0.305 -2.425 -6.508 -0.644
C 2.818 -1.867 -2.710 -1.187
C -5.993 -6.795 1.090 -0.447
C -0.522 0.395 4.726 -0.149
C -2.306 1.351 6.023 -0.620
C 6.022 2.455 -0.560 -0.120
C -2.961 7.682 3.915 -0.483
C 0.510 1.408 -10.005 -0.044
C 0.528 -1.083 -6.786 -0.206
C -0.679 -3.104 0.630 0.495
C -1.370 -3.065 5.832 -0.407
C 1.620 0.143 -0.657 -0.195
C -2.703 7.830 -1.922 -0.383
C -2.643 5.414 4.645 0.001
C -3.770 -5.915 1.331 -0.390
C -4.041 8.263 0.028 -0.405
C -6.217 -5.939 0.021 -0.355
C -2.809 -4.892 5.232 -0.347
C -2.361 -4.434 7.545 -0.375
C -1.144 0.741 -0.103 -0.335
C -0.191 -2.809 -5.269 -0.659
C -3.676 5.564 5.561 -0.416
C 4.665 -6.719 0.996 -0.466
C -1.146 0.675 -11.585 -0.397
C 3.669 -5.916 1.534 -0.194
C -2.012 -3.819 4.855 -0.157
C 0.263 -0.119 -5.823 -0.742
C 3.411 -2.289 -0.368 0.571
C 5.566 -7.081 3.197 -0.355
C -0.655 0.708 -10.287 -0.325
H -0.375 -3.854 -5.058 0.442
H -1.746 5.913 -1.996 0.349
H -2.053 0.128 -11.807 0.362
H -0.727 -2.238 5.561 0.424
H -2.116 4.471 4.572 0.340
H -4.684 8.924 0.596 0.402
H -1.881 -3.595 3.803 0.365
H -3.607 -6.036 6.859 0.379
H -5.158 6.889 6.364 0.383
H -2.662 5.178 0.185 0.368
H -3.773 9.656 -1.581 0.370
H -6.772 -7.475 1.410 0.374
H -2.307 8.150 -2.877 0.370
H 0.025 -0.413 1.219 0.392
H -3.317 1.301 6.406 0.409
H 4.530 -6.113 4.806 0.377
H 4.701 -6.891 -0.072 0.384
H -0.433 0.242 -3.823 0.163
H -0.868 -2.147 -3.348 0.401
H 2.095 2.617 -10.798 0.354
H 4.134 -2.539 1.592 0.352
H 9.166 2.970 -2.730 0.369
H 6.303 -7.538 3.844 0.368
H -4.130 6.682 1.475 0.512
H 5.953 0.481 -1.413 0.376
H -2.452 -0.513 4.975 0.534
H 5.144 2.312 0.062 0.344
H 0.436 0.927 -6.040 0.402
H 2.028 -2.599 -2.540 0.356
H -1.182 0.188 -9.497 0.381
H -4.595 -7.459 2.572 0.397
H -1.486 6.358 3.102 0.413
H 7.962 0.815 -2.801 0.372
H -0.139 -0.414 4.111 0.528
H 1.764 1.569 0.747 0.341
H -2.684 8.504 3.267 0.459
H -1.841 -1.954 -0.648 0.483
H -4.520 8.775 4.901 0.392
H 6.353 4.461 0.127 0.363
H -2.106 -1.610 1.059 0.492
H 2.931 -5.461 0.889 0.400
H -1.870 0.997 0.668 0.772
H 0.526 3.710 0.713 0.481
H 0.905 -0.788 -7.756 0.419
H 6.390 -7.926 1.406 0.362
H 8.362 4.790 -1.269 0.368
H -2.808 -5.915 1.829 0.521
H 3.631 -2.354 -3.248 0.416
H -2.498 -4.671 8.592 0.373
H -3.209 -4.388 -0.056 0.276
H 1.217 2.562 -13.105 0.362
H -7.170 -5.953 -0.493 0.369
H 4.409 -0.894 0.947 0.307
H 1.325 1.497 4.723 0.419
H 2.465 -1.032 -3.311 0.510
H -3.958 4.738 6.201 0.370
H 0.445 3.322 6.129 0.395
H -0.857 1.321 -13.609 0.363
H 2.787 -1.381 1.464 0.032
H 0.893 1.437 -8.992 0.275
H 0.512 -3.174 -7.261 0.413
H -0.238 2.537 1.790 0.457
H -1.236 3.440 0.652 0.244
H -3.309 -5.483 4.478 0.410
H -5.393 -4.404 -1.228 0.374
H -0.190 2.307 -1.243 0.453
H -1.873 3.228 6.965 0.573
H -1.057 -2.780 7.934 0.407
H 0.346 -1.024 -1.671 -0.162
H 3.523 0.665 -1.035 0.082
H 2.844 -5.074 3.328 0.361
```

No. 2
Molecular formula: C22H24BCrF2IO2S4Sb
Method: DFT, ωB97M-V/def2-TZVPD

## Properties
frontier orbital gap (alpha / beta): 4.06 / 5.02 eV
multiplicity: 6
total charge: -2
total energy: -119816.633 eV
HOMO level (alpha / beta): -0.048 / -1.023 eV

Structure (XYZ):
```
58
Properties=species:S:1:pos:R:3:mulliken_charge:R:1
I -1.930 0.854 -0.825 -0.096
Sb 2.804 -1.173 -3.817 0.180
Cr 0.147 -1.035 -1.902 0.780
S 0.960 -2.718 -3.269 -0.635
S 1.616 0.610 -2.622 -0.781
S 2.402 -0.604 -6.024 -0.805
S -1.646 -0.041 -4.709 0.355
F 0.741 -2.155 1.800 -0.294
F 1.419 -1.531 -0.343 -0.604
O 0.202 -0.032 1.039 -0.391
O -1.296 -0.696 -3.411 -0.300
C -0.654 2.524 2.208 -1.440
C 1.387 0.426 1.467 -0.488
C -0.974 -1.112 -6.023 -0.541
C -4.327 -0.635 0.268 -0.759
C -2.971 -0.837 0.005 0.005
C 1.199 3.573 3.474 -0.726
C 1.695 1.561 2.202 0.715
C 2.958 4.810 4.798 -1.481
C -0.500 -3.660 -0.165 -1.257
C -0.928 -2.301 -0.053 -0.092
C 3.439 2.757 3.414 -0.703
C -3.217 -3.214 0.279 1.012
C 4.127 0.753 2.143 -1.930
C -5.121 -1.725 0.574 -0.501
C 2.522 3.698 3.887 0.732
C 0.772 2.559 2.648 0.667
C -4.588 -2.997 0.551 -0.946
C -1.356 -4.728 -0.084 -0.827
C -2.347 -2.087 0.073 0.801
C 3.071 1.722 2.591 0.904
C -0.475 1.334 -4.979 -0.638
C -2.704 -4.514 0.192 -0.786
B 0.257 -1.467 0.682 2.075
H 2.219 -0.222 1.235 0.343
H -1.258 3.242 2.765 0.257
H 4.477 2.842 3.714 0.287
H -3.376 -5.355 0.324 0.297
H -0.788 1.887 -5.856 0.399
H 0.530 0.938 -5.124 0.056
H 5.102 1.067 2.510 0.387
H 4.171 0.695 1.055 0.372
H -1.328 -0.736 -6.977 0.389
H 3.710 5.435 4.309 0.303
H -1.069 1.528 2.332 0.173
H -0.495 1.968 -4.098 0.192
H -5.214 -3.859 0.749 0.328
H -0.977 -5.739 -0.171 0.388
H 3.923 -0.247 2.527 0.346
H -4.735 0.364 0.219 0.381
H 2.105 5.434 5.062 0.344
H 0.563 -3.846 -0.267 0.398
H -6.174 -1.577 0.785 0.363
H -1.341 -2.118 -5.844 0.230
H 0.473 4.301 3.818 0.209
H -0.723 2.771 1.148 0.160
H 3.400 4.409 5.713 0.308
H 0.122 -1.101 -5.997 -0.113
```

No. 3
Molecular formula: C10H11NP2
Method: DFT, ωB97M-V/def2-TZVPD

## Properties
frontier orbital gap: 8.29 eV
total charge: 0
total energy: -30613.018 eV
HOMO level: -7.519 eV
relative energy (zero: lowest compared OMol25 entry of this formula, charge and spin): 0.00 kcal/mol

Structure (XYZ):
```
24
Properties=species:S:1:pos:R:3:mulliken_charge:R:1
P 4.364 0.335 -0.187 -0.120
P 1.517 2.263 -0.174 -0.183
N 2.245 -1.616 0.443 0.005
C 0.891 -1.675 0.467 -0.851
C -1.061 -0.152 0.233 0.845
C -1.573 0.999 0.758 -0.696
C -3.195 -0.761 -0.734 -0.752
C 2.737 -0.377 0.166 -0.397
C 0.346 -0.420 0.390 0.375
C -2.968 1.261 0.550 -0.616
C -3.735 0.373 -0.178 -0.340
C -1.838 -1.058 -0.486 -0.560
C 1.356 0.562 0.137 0.078
H -1.410 -1.900 -0.826 0.602
H -3.500 2.112 0.998 0.325
H 0.219 2.647 -0.692 0.036
H -3.743 -1.410 -1.383 0.385
H 4.367 -0.482 -1.369 0.055
H -0.893 1.516 1.386 0.647
H 5.244 -0.571 0.453 0.033
H 2.842 -2.290 0.914 0.286
H -4.710 0.762 -0.268 0.385
H 0.338 -2.536 0.844 0.419
H 2.159 2.419 -1.443 0.034
```